Run P
C5H14 | ωB97M-V/def2-TZVPD

CARTESIAN COORDINATES (ANGSTROEM)
1 C 0.0265 1.5466 -2.3981
2 C -0.1903 0.5135 -1.3736
3 C -0.0571 -1.3337 2.2566
4 C 1.3017 -1.1265 1.6133
5 C -1.2074 0.6596 -0.3354
6 H 1.0677 1.5568 -2.7639
7 H -2.2125 0.4839 -0.7857
8 H -0.4786 1.2233 -3.3465
9 H 2.0721 -0.6652 2.2296
10 H -0.7852 -1.7098 1.5295
11 H -0.2743 2.5490 -2.1177
12 H -0.4613 -0.4101 2.6823
13 H 1.2071 -0.4544 0.7250
14 H 1.6832 -2.0751 1.2176
15 H -0.2435 -0.5100 -1.8274
16 H -1.0277 -0.0739 0.4446
17 H 0.0040 -2.1336 2.9900
18 H -1.2900 1.6442 0.1539
19 H 0.8654 0.3152 -0.8942

Values from the calculation:
Multiplicity: 2
Net charge: +1
Lowest unoccupied orbital energy (spin up / spin down), eV: -3.05 / -10.42
Orbital gap (spin up / spin down), eV: 12.8 / 5.2

=====

Run Q
C5H14 | ωB97M-V/def2-TZVPD

CARTESIAN COORDINATES (ANGSTROEM)
1 C 1.2085 0.5411 -2.5376
2 C -0.0667 -0.2726 2.2898
3 C -2.3823 -0.6367 0.7447
4 C -0.9550 -1.1301 1.2218
5 C 1.9886 1.3876 -1.5473
6 H -2.4422 0.3425 0.9573
7 H -0.2288 -1.3987 0.4397
8 H -1.0242 -2.1507 1.6724
9 H 1.6108 2.4929 -1.6489
10 H 0.1687 0.7850 -2.8891
11 H 1.1876 -0.5094 -2.2649
12 H -0.6071 0.3092 3.0510
13 H 0.5242 0.4695 1.7445
14 H 0.7906 -0.8914 2.6294
15 H 1.6836 0.7428 -3.4894
16 H 3.0701 1.4366 -1.7747
17 H 2.0867 1.2230 -0.4570
18 H -3.0177 -1.4234 1.2725
19 H -2.5606 -0.7633 -0.2708

Values from the calculation:
Multiplicity: 2
Net charge: +1
Lowest unoccupied orbital energy (spin up / spin down), eV: -3.04 / -11.24
Orbital gap (spin up / spin down), eV: 11.7 / 3.0

=====

Q: Which of them is the most stable? A: run P.

=====

Run P
C31H25MgN6O2 | ωB97M-V/def2-TZVPD

CARTESIAN COORDINATES (ANGSTROEM)
1 Mg -0.6514 -0.2235 -0.7651
2 O -0.5952 -1.5972 -2.0414
3 O -1.0835 -2.4844 -4.0393
4 N -1.6533 -0.1312 2.4981
5 N -1.5244 1.1977 0.4766
6 N -1.8266 -1.6318 0.6147
7 N 1.6429 0.1860 -2.6538
8 N -1.3991 1.3120 -2.3032
9 N -1.3173 3.2208 -0.8220
10 C -1.8278 4.9312 3.2423
11 C -1.6296 -1.4045 1.9288
12 C -1.6302 3.2564 1.5761
13 C -1.4494 -2.4719 2.8212
14 C -1.8403 -3.9968 1.0260
15 C -1.7317 2.2763 2.5443
16 C 1.2100 -2.1237 -3.4883
17 C 1.6445 1.0086 0.9262
18 C 3.4837 -2.4514 2.4493
19 C -0.2846 -2.1056 -3.1805
20 C -1.8759 2.5914 3.8801
21 C -1.9241 3.9415 4.2203
22 C 1.8677 -1.3566 0.9486
23 C 1.1905 -0.1986 0.4153
24 C 2.6448 1.1250 1.9253
25 C -1.6774 4.5974 1.8979
26 C -1.2681 2.6360 -2.0822
27 C 1.5441 -2.6593 0.4683
28 C -1.4850 2.5441 0.2716
29 C 3.2368 0.0107 2.4473
30 C -1.6443 0.9693 1.8297
31 C 1.7908 -0.7376 -3.7817
32 C -1.5454 -3.7668 2.3673
33 C -1.1157 3.5257 -3.1617
34 C 2.8700 -1.2677 1.9593
35 C 2.1515 -3.7850 0.9524
36 C -1.4994 0.8788 -3.5745
37 C -1.9547 -2.9047 0.1959
38 C -1.4104 1.7021 -4.6738
39 C 3.1353 -3.6810 1.9623
40 C -1.1813 3.0588 -4.4542
41 H 4.2479 -2.3619 3.2168
42 H 1.2101 1.9425 0.5647
43 H -0.9723 4.5724 -2.9308
44 H 2.0153 -0.1922 -1.7891
45 H -1.6536 -0.1881 -3.7032
46 H 3.6167 -4.5756 2.3425
47 H 2.1012 1.0687 -2.8351
48 H -1.5011 1.2918 -5.6712
49 H -1.8712 5.9739 3.5353
50 H -1.3953 -4.5972 3.0472
51 H 3.9872 0.0866 3.2291
52 H -2.1213 -3.0285 -0.8685
53 H 1.7328 -2.5610 -2.6308
54 H 2.9249 2.1080 2.2933
55 H -1.0752 3.7422 -5.2888
56 H -1.2403 -2.2356 3.8554
57 H 0.7912 -2.7325 -0.3092
58 H 1.8748 -4.7622 0.5688
59 H 2.8332 -0.8747 -4.0919
60 H 1.3653 -2.7525 -4.3629
61 H 1.2600 -0.3073 -4.6362
62 H -2.0327 4.2299 5.2597
63 H -1.9476 -4.9980 0.6306
64 H -1.5938 5.3529 1.1255
65 H -1.9426 1.8078 4.6258

Values from the calculation:
Net charge: -1
Lowest unoccupied orbital energy, eV: 2.22
Orbital gap, eV: 7.0

=====

Run Q
C31H25MgN6O2 | ωB97M-V/def2-TZVPD

CARTESIAN COORDINATES (ANGSTROEM)
1 Mg -0.5564 -0.5433 0.5169
2 O -2.9116 -3.9522 1.0239
3 O -2.0427 -1.9200 0.6866
4 N 2.2834 -2.2109 0.3432
5 N 1.9104 2.4707 0.5658
6 N 1.5632 0.0885 0.3582
7 N 1.1382 2.2049 -1.6412
8 N 0.0209 -1.2371 2.5816
9 N 0.2352 -2.0185 -0.8876
10 C 4.1799 1.6220 2.4706
11 C -0.5726 3.6409 -2.5116
12 C -1.7119 -2.9739 2.8163
13 C -1.0487 2.2863 2.4715
14 C 3.4317 -0.5051 1.6179
15 C -2.9496 4.2888 2.2508
16 C 1.3885 -2.6455 -0.6210
17 C -0.2844 -3.6565 -2.5533
18 C 4.4247 -1.1893 2.2914
19 C -2.9109 3.2661 1.2692
20 C 5.1703 0.9419 3.1731
21 C -1.0967 3.2818 3.4058
22 C -2.0670 4.3026 3.2929
23 C 0.9092 -4.3193 -2.2768
24 C 5.2918 -0.4439 3.0846
25 C -0.6530 4.3026 -1.2913
26 C -2.7187 1.2618 -0.6531
27 C -2.2868 -2.9555 1.3826
28 C 0.1656 3.9019 -0.2596
29 C 2.3483 -0.9604 0.7030
30 C -0.5789 -2.5300 -1.8193
31 C -3.7961 3.2628 0.1645
32 C -1.8203 1.1896 0.3924
33 C -3.6950 2.2785 -0.7761
34 C 2.1729 1.2451 0.8208
35 C 3.3101 0.8692 1.7068
36 C -1.1795 -1.6506 3.3378
37 C 1.7410 -3.8221 -1.3043
38 C 0.3399 2.6077 -2.6259
39 C -1.9425 2.2329 1.3683
40 C 1.0378 2.8268 -0.4690
41 H -0.3879 3.3001 4.2249
42 H -1.9368 -0.8735 3.2109
43 H 4.0829 2.6987 2.5168
44 H -1.5236 -2.0175 -1.9469
45 H -2.5030 -3.3424 3.4710
46 H 6.0768 -0.9443 3.6381
47 H 1.1728 -5.2240 -2.8113
48 H 2.6706 -4.3038 -1.0379
49 H 0.1297 4.3719 0.7139
50 H 5.8621 1.4961 3.7958
51 H -0.9566 -1.7341 4.4073
52 H -0.9837 -4.0248 -3.2897
53 H -2.1041 5.0958 4.0305
54 H -1.3600 5.1095 -1.1432
55 H -1.2043 3.9137 -3.3461
56 H 0.6605 -2.0233 2.4914
57 H -0.2829 1.5204 2.5357
58 H -4.3713 2.2738 -1.6251
59 H 4.5167 -2.2635 2.1976
60 H -4.5411 4.0474 0.0781
61 H -2.7055 0.4994 -1.4290
62 H -0.9196 -3.7310 2.8388
63 H -3.6939 5.0730 2.1546
64 H 0.5315 -0.5120 3.0748
65 H 0.4471 2.0739 -3.5659

Values from the calculation:
Net charge: -1
Lowest unoccupied orbital energy, eV: 2.37
Orbital gap, eV: 7.3

=====

Q: Which of them is the most stable? A: run P.

=====

Run P
CH5PS | ωB97M-V/def2-TZVPD

CARTESIAN COORDINATES (ANGSTROEM)
1 S -3.2218 -1.0814 -0.3783
2 P 1.5544 0.2559 0.3275
3 C 0.1753 0.1404 -0.5452
4 H -2.3368 -0.6679 0.5406
5 H -4.4546 -1.0036 0.1409
6 H -0.1258 0.9673 -1.2256
7 H -0.4280 -0.8613 -0.5139
8 H 1.9756 1.4462 -0.2346

Values from the calculation:
Net charge: 0
Lowest unoccupied orbital energy, eV: 0.19
Structure (SMILES): C=P.S
Orbital gap, eV: 10.0

=====

Run Q
CH5PS | ωB97M-V/def2-TZVPD

CARTESIAN COORDINATES (ANGSTROEM)
1 S -2.0703 -1.2871 -1.0735
2 P -0.2937 -1.0021 -0.5520
3 C 0.3565 1.1182 0.7956
4 H 0.2635 -2.2131 -0.2130
5 H 0.9741 1.1161 1.8531
6 H 0.4194 -0.7300 -1.6325
7 H -0.6009 1.4784 0.7961
8 H 0.9513 1.5195 0.0261

Values from the calculation:
Net charge: 0
Lowest unoccupied orbital energy, eV: -0.73
Orbital gap, eV: 7.8

=====

Q: Which of them is the most stable? A: run P.

=====

Run P
C4H12OSi2 | ωB97M-V/def2-TZVPD

CARTESIAN COORDINATES (ANGSTROEM)
1 Si -2.4313 -0.1156 -0.8020
2 Si 0.5342 0.2473 0.8587
3 O -0.8248 -0.0030 -0.5306
4 C 2.1802 -0.2766 -0.0111
5 C -3.4908 0.4310 0.8176
6 C 2.7360 0.6473 -1.0878
7 C 2.6916 -1.4795 0.2126
8 H -2.8484 0.9244 -1.7308
9 H -3.8299 1.3862 0.8233
10 H 3.0895 -0.0164 -1.8267
11 H 2.2272 -2.0664 0.8995
12 H -2.8087 0.2643 1.7242
13 H -4.3149 -0.2366 0.9189
14 H -2.5996 -1.5920 -0.6760
15 H 3.6090 -1.8529 -0.2902
16 H 1.9890 1.3979 -1.6643
17 H 0.5433 1.6298 1.1498
18 H 0.0037 -0.6303 1.8363
19 H 3.5445 1.3410 -0.6213

Values from the calculation:
Net charge: 0
Lowest unoccupied orbital energy, eV: 0.64
Structure (SMILES): C=C(C)[SiH2]O[SiH2]C
Orbital gap, eV: 10.1

=====

Run Q
C4H12OSi2 | ωB97M-V/def2-TZVPD

CARTESIAN COORDINATES (ANGSTROEM)
1 Si -0.0353 0.2004 0.0529
2 Si 0.0914 -1.7230 2.4667
3 O 0.5050 -0.8619 1.1293
4 C 0.6381 2.5365 -1.2129
5 C -1.0399 -2.1132 -1.3622
6 C 1.1141 1.6504 -0.0388
7 C -0.6888 -0.8100 -1.3796
8 H 1.4549 3.1865 -1.4150
9 H 0.4053 1.8820 -1.9725
10 H 0.4141 -3.1586 1.8992
11 H -0.1701 3.0294 -0.7973
12 H 1.0790 2.1360 0.8376
13 H 2.0831 1.2192 -0.3104
14 H -2.1373 0.9195 0.7252
15 H 1.1856 -1.0882 3.4543
16 H -1.3987 -1.4153 2.6982
17 H -1.4895 -2.6268 -2.1210
18 H -1.0746 -0.1102 -2.1242
19 H -0.9364 -2.8525 -0.5295

Values from the calculation:
Net charge: 0
Lowest unoccupied orbital energy, eV: 0.52
Orbital gap, eV: 8.9

=====

Q: Which of them is the most stable? A: run P.

=====

Run P
C4H5F3O | ωB97M-V/def2-TZVPD

CARTESIAN COORDINATES (ANGSTROEM)
1 F 1.3244 -0.6460 -1.1414
2 F -2.0193 -0.1967 -0.9978
3 F 0.9966 -2.0679 0.4562
4 O -2.3366 -2.2319 -1.7931
5 C 0.6445 1.5514 0.3407
6 C -1.6071 -1.4777 -1.2212
7 C 0.5999 -0.9110 -0.0637
8 C 0.2449 0.1805 0.8778
9 H 0.7604 -0.0357 1.8217
10 H 1.6654 1.5332 -0.0355
11 H -0.8274 0.1642 1.0950
12 H 0.5682 2.2904 1.1322
13 H -0.0140 1.8472 -0.4708

Values from the calculation:
Net charge: 0
Lowest unoccupied orbital energy (spin up / spin down), eV: -0.41 / -1.09
Orbital gap (spin up / spin down), eV: 9.0 / 7.8

=====

Run Q
C4H5F3O | ωB97M-V/def2-TZVPD

CARTESIAN COORDINATES (ANGSTROEM)
1 F -2.9160 1.7005 0.7499
2 F -3.5206 -0.9190 1.1347
3 F -2.1837 1.3590 -1.2108
4 O -3.0520 -1.5142 -0.9976
5 C 0.8118 1.0635 0.0835
6 C -2.7710 0.7768 -0.2008
7 C 1.3291 -0.1228 0.3411
8 C -3.1412 -0.5216 -0.0920
9 H 0.2162 1.5948 0.7798
10 H 1.3171 -0.4865 1.3000
11 H -3.9087 -1.6779 -1.3767
12 H 1.9043 -0.5263 -0.4582
13 H 0.9564 1.6459 -0.7743

Values from the calculation:
Net charge: 0
Lowest unoccupied orbital energy, eV: 0.56
Structure (SMILES): OC(F)=C(F)F.C=C
Orbital gap, eV: 10.1

=====

Q: Which of them is the most stable? A: run Q.